(1)
Below is a 8-piece molecular cluster, C30H60F4IN3O9S overall at a distorted geometry, with properties calculated with ωB97M-V/def2-TZVPD.

Atoms and positions in Å:
1 C 5.8092 1.4968 -0.8067
2 C 4.6637 0.3636 -1.2482
3 C 3.9455 0.8221 -2.6867
4 O 2.6161 0.2270 -2.8896
5 C 1.5477 1.2368 -2.9361
6 C 0.8788 1.6134 -1.4885
7 C 1.1744 3.1300 -0.8476
8 C 2.0622 4.2835 -1.6125
9 C 1.0929 4.9296 -2.8077
10 O -0.1723 5.3458 -2.5295
11 I 1.8019 5.1185 -4.9133
12 C 0.5614 3.5657 0.6462
13 C 0.8002 5.0455 1.3401
14 N 2.2210 5.3043 1.7901
15 C 2.9804 4.0355 2.1095
16 C -0.3301 2.4851 1.4993
17 N -0.9474 2.6770 2.8697
18 S -1.8034 1.2055 3.3066
19 N -1.4443 0.2970 1.8394
20 C -0.6148 1.0266 0.8075
21 C -0.0430 0.5261 -0.6771
22 C -0.4189 -0.9947 -1.1530
23 F -0.4168 -1.2225 -2.6154
24 F -1.8304 -1.2878 -0.6990
25 C 0.5174 -2.0957 -0.3109
26 F -0.3813 -2.8666 0.6278
27 F 1.5066 -1.4098 0.5917
28 H 5.3043 2.4870 -0.3791
29 H 6.5157 1.7432 -1.7165
30 H 6.4697 1.0013 0.0315
31 H 3.7877 0.3036 -0.4651
32 H 5.2341 -0.6467 -1.4119
33 H 3.9750 1.9917 -2.6872
34 H 4.6782 0.4696 -3.5598
35 H 1.9579 2.2159 -3.4825
36 H 0.6892 0.8344 -3.6616
37 H 2.4106 5.1702 -0.9331
38 H 3.0193 3.8792 -2.1633
39 H 0.1040 5.2077 2.2693
40 H 0.5308 5.8553 0.5292
41 H 2.7292 5.9191 1.1119
42 H 3.3173 3.4236 1.1657
43 H 3.9804 4.3689 2.6571
44 H 2.3807 3.3741 2.8969
45 H 1.0028 -2.9031 -1.0073
46 C 4.0649 7.6943 4.9190
47 C 3.4945 6.2916 4.8851
48 O 4.4409 5.3967 4.3195
49 H 4.3262 8.0279 3.9094
50 H 3.3456 8.3975 5.3483
51 H 4.9845 7.7244 5.5122
52 H 2.5881 6.2614 4.2733
53 H 3.2427 5.9459 5.8923
54 H 5.2389 5.4245 4.8747
55 C -3.0478 -4.6492 -2.3862
56 C -3.7562 -4.1381 -3.6234
57 O -4.7507 -3.1929 -3.2572
58 H -3.7613 -5.1162 -1.6994
59 H -2.2807 -5.3825 -2.6509
60 H -2.5750 -3.8252 -1.8421
61 H -4.2457 -4.9613 -4.1520
62 H -3.0513 -3.6582 -4.3092
63 H -4.3048 -2.4620 -2.7959
64 C -6.9628 0.1009 -1.2623
65 C -7.9278 -0.6844 -2.1261
66 O -7.5970 -0.5185 -3.4970
67 H -6.9936 1.1645 -1.5201
68 H -7.2070 -0.0129 -0.2023
69 H -5.9341 -0.2366 -1.4253
70 H -8.9517 -0.3292 -1.9765
71 H -7.8935 -1.7508 -1.8831
72 H -6.6891 -0.8445 -3.6210
73 C 0.4897 9.4017 4.1668
74 C -0.1749 8.1950 3.5373
75 O 0.2230 7.0130 4.2161
76 H 1.5796 9.3056 4.1262
77 H 0.1967 10.3211 3.6520
78 H 0.2168 9.4870 5.2236
79 H 0.1178 8.1009 2.4874
80 H -1.2650 8.2776 3.5856
81 H -0.0488 7.1029 5.1455
82 C -1.9854 -2.9052 5.8108
83 C -3.0891 -1.9031 5.5429
84 O -2.8158 -1.1890 4.3463
85 H -1.0188 -2.3985 5.8995
86 H -2.1787 -3.4611 6.7326
87 H -1.8975 -3.6156 4.9825
88 H -3.1587 -1.1819 6.3625
89 H -4.0568 -2.4033 5.4401
90 H -2.7641 -1.8374 3.6232
91 C 0.1648 -7.8865 -2.5415
92 C 1.3831 -7.2551 -1.9003
93 O 1.3748 -5.8523 -2.1204
94 H 0.1483 -7.6850 -3.6176
95 H 0.1585 -8.9689 -2.3847
96 H -0.7552 -7.4645 -2.1244
97 H 2.2999 -7.6636 -2.3354
98 H 1.4000 -7.4412 -0.8221
99 H 0.5609 -5.4979 -1.7231
100 C -0.7822 -11.7835 -3.9104
101 C -1.1027 -10.6866 -4.9045
102 O 0.0845 -10.2615 -5.5572
103 H -0.0618 -11.4294 -3.1657
104 H -1.6866 -12.1193 -3.3951
105 H -0.3242 -12.6410 -4.4138
106 H -1.5398 -9.8232 -4.3943
107 H -1.8127 -11.0369 -5.6600
108 H 0.4604 -11.0334 -6.0140

As for the HOMO energy: -8.4 eV. As for the HOMO-LUMO gap: 6.77 eV. The value obtained for the LUMO energy is -1.6 eV. As for the spin multiplicity: 1. Its SMILES is CCCOCc1c(CC(=O)I)c(CNC)c2nsnc2c1C(F)(F)C(F)F.CCO.CCO.CCO.CCO.CCO.CCO.CCO. Its total charge is 0.



(2)
Below is a 2-piece molecular cluster, F3N2 overall at a distorted geometry, with properties calculated with ωB97M-V/def2-TZVPD.

Atoms and positions in Å:
1 N 0.7023 0.4871 -0.0602
2 N -0.1876 -0.2364 -0.0389
3 F 1.9455 0.3244 0.0506
4 F -1.7320 0.7691 0.0724
5 F -0.7283 -1.3442 -0.0239

As for the energy above the lowest of the compared OMol25 structures with the same formula, charge and spin: 0.0 kJ/mol. As for the HOMO energy (alpha / beta): -20.3 / -20.8 eV. As for the HOMO-LUMO gap (alpha / beta): 10.39 / 10.22 eV. The value obtained for the LUMO energy (alpha / beta) is -9.9 / -10.6 eV. As for the spin multiplicity: 1. Its total charge is +1.



Q: What is the formula in the first record?
A: C30H60F4IN3O9S



Q: Look up the total charge of the first one.
A: 0



Q: Among the records above, which one has the lowest total charge?
A: C30H60F4IN3O9S